(1)
Density functional theory data (the ωB97M-V functional and the def2-TZVPD basis) for a molecular structure, C22H22CdF10N3O6S2.

- HOMO level (eV) = -4.84
- energy above the lowest of the compared OMol25 structures with the same formula, charge and spin (kcal/mol) = 1.4
- net charge = -1

Cartesian coordinates (Å):
Cd  -0.468  -0.457  0.700
C  -2.740  0.943  2.765
N  -2.335  1.026  1.365
C  -2.122  2.416  0.973
C  -3.307  0.375  0.486
C  -3.502  -1.102  0.814
N  -2.217  -1.764  0.914
C  -2.156  -3.082  1.149
C  -0.886  -3.707  1.239
F  0.214  -2.930  1.083
C  -0.704  -5.044  1.477
F  0.554  -5.521  1.541
C  -1.769  -5.913  1.652
C  -3.020  -5.340  1.571
F  -4.111  -6.120  1.732
C  -3.223  -3.996  1.333
F  -4.516  -3.578  1.281
H  -3.753  1.351  2.901
H  -2.042  1.514  3.373
H  -2.718  -0.091  3.102
H  -3.035  3.014  1.119
H  -1.828  2.459  -0.072
H  -1.318  2.841  1.573
H  -2.938  0.474  -0.540
H  -4.281  0.887  0.542
H  -4.128  -1.518  0.017
H  -4.083  -1.191  1.740
H  -1.629  -6.965  1.841
F  1.404  -1.232  5.701
C  0.952  0.010  5.575
F  1.736  0.827  6.273
F  -0.282  0.067  6.086
S  0.867  0.518  3.807
O  0.017  -0.484  3.195
O  0.385  1.868  3.824
N  2.390  0.378  3.448
S  2.919  0.048  2.007
O  4.185  -0.605  2.065
O  1.910  -0.476  1.110
C  3.267  1.715  1.298
F  3.652  1.580  0.029
F  2.181  2.477  1.348
F  4.247  2.326  1.970
C  3.185  2.572  -6.294
C  2.456  2.006  -5.105
C  2.981  0.931  -4.398
C  2.341  0.405  -3.281
C  2.945  -0.766  -2.552
C  1.149  0.995  -2.854
C  0.602  2.080  -3.541
C  -0.685  2.725  -3.099
C  1.259  2.560  -4.669
C  0.475  0.467  -1.619
O  0.259  1.275  -0.670
O  0.152  -0.744  -1.559
H  3.721  1.791  -6.835
H  3.918  3.320  -5.984
H  2.494  3.054  -6.987
H  3.914  0.484  -4.725
H  3.948  -0.970  -2.930
H  2.329  -1.656  -2.669
H  3.012  -0.575  -1.480
H  -1.463  1.980  -2.921
H  -1.044  3.419  -3.859
H  -0.542  3.260  -2.160
H  0.825  3.391  -5.217

(2)
Density functional theory data (the ωB97M-V functional and the def2-TZVPD basis) for a single C14H16N4O4 molecule in a non-equilibrium geometry.

- HOMO level (eV) = -8.79
- energy above the lowest of the compared OMol25 structures with the same formula, charge and spin (kcal/mol) = 90.2
- SMILES string = CCCCC/C(O)=N/N=C1\C(=O)Nc2ccc([N+](=O)[O-])cc21
- net charge = 0

Cartesian coordinates (Å):
C  7.650  0.038  -1.866
C  6.190  -0.058  -1.439
C  6.045  0.042  0.078
C  4.593  0.075  0.552
C  3.867  -1.260  0.334
C  2.470  -1.151  0.848
O  2.352  -1.225  2.190
N  1.512  -0.959  0.056
N  0.234  -0.906  0.111
C  -0.454  0.183  0.127
C  0.051  1.573  0.300
O  1.185  1.958  0.466
N  -1.072  2.381  0.254
C  -2.220  1.650  0.073
C  -3.531  2.087  -0.024
C  -4.518  1.134  -0.202
C  -4.192  -0.219  -0.281
N  -5.246  -1.178  -0.461
O  -6.382  -0.760  -0.555
O  -4.940  -2.351  -0.507
C  -2.876  -0.670  -0.187
C  -1.890  0.277  -0.009
H  8.232  -0.764  -1.417
H  8.079  0.987  -1.553
H  7.739  -0.038  -2.947
H  5.621  0.749  -1.907
H  5.779  -1.005  -1.792
H  6.562  -0.799  0.548
H  6.535  0.958  0.414
H  4.050  0.864  0.028
H  4.571  0.307  1.618
H  3.832  -1.508  -0.725
H  4.385  -2.049  0.882
H  1.443  -1.078  2.481
H  -1.037  3.386  0.337
H  -3.777  3.135  0.038
H  -5.555  1.420  -0.282
H  -2.651  -1.722  -0.255

Question: Which of these has the highest net charge?
Answer: C14H16N4O4